Computed, not measured: a cluster of 7 separate species, C32H29F7IN3O20S2 in total, with ωB97M-V/def2-TZVPD.

Geometry as ORCA input:
```
! RIJCOSX wB97M-V def2-TZVPD def2/J DEFGRID3
* xyz 0 1
O 0.95 -2.80 1.66
S 1.28 -2.21 0.29
O 1.87 -3.36 -0.51
C 2.54 -0.87 0.45
C 3.03 0.04 -0.72
C 2.45 -0.13 -2.18
C 2.84 -1.32 -3.15
C 2.20 -1.27 -4.55
N 1.29 -0.35 -5.13
C 0.91 0.74 -4.31
C 1.46 0.87 -2.87
C 4.15 1.16 -0.54
C 4.85 1.42 0.82
I 6.42 2.90 1.04
C 4.36 0.51 2.03
N 4.92 0.61 3.35
S 4.10 -0.60 4.28
N 3.02 -1.27 3.11
C 3.23 -0.61 1.86
C -0.35 -1.67 -0.44
F -1.25 -2.78 -0.26
F -0.27 -1.49 -1.86
C -0.94 -0.30 0.15
F -0.12 0.84 -0.16
F -2.17 -0.06 -0.57
C -1.30 -0.32 1.71
F -2.13 0.83 1.95
F -0.20 -0.18 2.57
F -2.07 -1.43 2.12
H 3.56 -2.15 -2.81
H 2.53 -2.13 -5.25
H 0.20 1.54 -4.69
H 1.10 1.77 -2.25
H 4.46 1.80 -1.44
O 1.45 0.09 -8.21
C 0.59 -0.69 -8.50
O -0.20 -0.60 -9.60
C -0.92 -1.82 -9.71
C -0.91 -2.34 -8.31
O 0.29 -1.80 -7.77
H -1.92 -1.64 -10.09
H -0.39 -2.48 -10.41
H -1.76 -1.97 -7.72
H -0.90 -3.43 -8.27
O -6.71 -5.18 -1.64
C -5.98 -4.54 -0.94
O -6.15 -4.39 0.41
C -4.97 -3.77 0.91
C -4.42 -3.07 -0.30
O -4.87 -3.87 -1.38
H -5.21 -3.08 1.72
H -4.30 -4.54 1.29
H -4.83 -2.06 -0.42
H -3.33 -3.01 -0.29
O -1.81 6.89 0.57
C -2.36 5.85 0.77
O -2.54 5.29 2.00
C -3.42 4.20 1.85
C -3.26 3.83 0.41
O -2.90 5.06 -0.20
H -3.15 3.38 2.52
H -4.44 4.53 2.08
H -2.44 3.11 0.25
H -4.17 3.43 -0.03
O 4.17 3.64 2.63
C 3.08 3.74 3.12
O 1.96 3.17 2.61
C 0.93 3.33 3.57
C 1.39 4.52 4.35
O 2.81 4.45 4.24
H -0.03 3.50 3.09
H 0.87 2.43 4.18
H 1.05 5.47 3.92
H 1.08 4.48 5.40
O 6.04 -6.97 -1.82
C 4.95 -6.85 -1.33
O 3.81 -7.40 -1.84
C 2.79 -7.23 -0.86
C 3.28 -6.06 -0.06
O 4.69 -6.16 -0.18
H 1.83 -7.04 -1.33
H 2.72 -8.15 -0.26
H 2.95 -5.11 -0.47
H 2.98 -6.12 0.99
O -1.35 2.51 6.95
C -1.83 3.59 6.77
O -1.67 4.33 5.63
C -2.57 5.42 5.71
C -2.81 5.56 7.18
O -2.62 4.24 7.66
H -2.14 6.32 5.26
H -3.48 5.16 5.16
H -2.08 6.22 7.66
H -3.81 5.92 7.41
*
```

The total energy comes out at -127856.55348 eV. For the LUMO energy, the calculation gives -2.33 eV. The value obtained for the orbital gap is 6.84 eV.



Computed, not measured: a structure of composition C32H29FeN5O2Si, with ωB97M-V/def2-TZVPD.

Geometry as ORCA input:
```
! RIJCOSX wB97M-V def2-TZVPD def2/J DEFGRID3
* xyz 0 5
Fe -0.86 -0.46 -0.18
N 6.26 0.05 7.22
C 5.47 -0.05 6.38
C 4.49 -0.17 5.32
C 4.39 -1.36 4.61
C 3.44 -1.47 3.60
C 2.60 -0.40 3.30
C 2.70 0.78 4.03
C 3.65 0.90 5.03
C 1.57 -0.52 2.22
C 0.22 -0.46 2.64
C -0.23 -0.56 3.97
C -1.62 -0.61 3.93
C -1.96 -0.53 2.57
N -0.87 -0.43 1.79
C 2.02 -0.74 0.94
C 3.37 -0.85 0.49
C 3.32 -1.17 -0.84
C 1.94 -1.23 -1.18
N 1.16 -0.97 -0.15
H 5.04 -2.19 4.85
H 3.36 -2.39 3.04
H 2.04 1.60 3.80
H 3.74 1.82 5.59
H 0.40 -0.62 4.84
H -2.30 -0.70 4.75
H -2.95 -0.53 2.14
H 4.25 -0.71 1.09
H 4.15 -1.33 -1.52
H 1.51 -1.45 -2.15
O 1.85 3.38 -6.70
C 1.97 3.37 -5.35
O 2.71 4.15 -4.83
C 1.16 2.36 -4.59
C 0.28 1.46 -5.17
C -0.44 0.56 -4.40
C -0.30 0.54 -3.01
C 0.59 1.45 -2.44
C 1.30 2.34 -3.21
N -0.98 -0.35 -2.17
C -1.84 -1.26 -2.67
C -2.40 -2.23 -1.82
C -3.29 -3.23 -2.27
C -3.80 -4.13 -1.37
C -3.42 -4.05 -0.02
C -2.55 -3.06 0.36
N -2.04 -2.17 -0.51
H 1.23 2.69 -6.99
H 0.12 1.42 -6.24
H -1.10 -0.12 -4.91
H 0.72 1.46 -1.36
H 1.99 3.05 -2.75
H -2.09 -1.29 -3.72
H -3.57 -3.26 -3.31
H -4.49 -4.90 -1.70
H -3.80 -4.75 0.72
H -2.22 -2.95 1.39
C -2.00 2.55 1.27
Si -2.25 1.49 -0.23
C -2.20 2.65 -1.69
C -3.96 0.73 -0.29
H -2.62 3.46 1.18
H -0.96 2.87 1.35
H -2.26 2.04 2.20
H -3.05 3.33 -1.55
H -2.33 2.13 -2.64
H -1.29 3.24 -1.74
H -4.69 1.55 -0.33
H -4.21 0.09 0.55
H -4.07 0.13 -1.20
*
```

The total energy comes out at -87465.80694 eV. For the LUMO energy (spin up / spin down), the calculation gives -1.06 / -1.16 eV. The value obtained for the orbital gap (spin up / spin down) is 5.33 / 6.77 eV.



Computed, not measured: a structure of composition C32H29KNOP2, with ωB97M-V/def2-TZVPD.

Geometry as ORCA input:
```
! RIJCOSX wB97M-V def2-TZVPD def2/J DEFGRID3
* xyz -1 1
K -0.20 1.05 0.33
C 2.28 -2.65 -0.88
P 1.20 -4.17 -1.00
C -0.51 -3.51 -1.04
C -1.50 -4.10 -1.83
C -2.83 -3.72 -1.71
C -3.21 -2.76 -0.79
C -2.24 -2.17 0.02
C -0.91 -2.54 -0.12
C 1.43 -4.73 -2.74
C 0.94 -4.04 -3.85
C 1.17 -4.52 -5.13
C 1.91 -5.68 -5.33
C 2.41 -6.37 -4.24
C 2.16 -5.90 -2.95
C 2.46 -1.72 -2.04
C 3.16 -1.98 -3.22
C 3.15 -0.78 -3.95
C 2.45 0.14 -3.17
C 2.23 1.61 -3.46
P 1.21 2.52 -2.21
C 2.32 2.35 -0.71
C 2.49 1.42 0.31
C 3.42 1.61 1.32
C 4.25 2.72 1.31
C 4.13 3.65 0.29
C 3.16 3.47 -0.69
C -0.40 1.58 -2.50
C -1.22 2.38 -3.30
C -2.41 1.91 -3.84
C -2.83 0.61 -3.56
C -2.05 -0.19 -2.74
C -0.85 0.28 -2.22
N 2.04 -0.42 -2.00
H 3.24 -3.07 -0.56
H 1.90 -2.11 0.00
H -1.22 -4.86 -2.55
H -3.58 -4.19 -2.34
H -4.25 -2.47 -0.69
H -2.50 -1.43 0.77
H -0.18 -2.09 0.55
H 0.40 -3.12 -3.71
H 0.79 -3.96 -5.98
H 2.09 -6.04 -6.33
H 2.98 -7.28 -4.38
H 2.54 -6.45 -2.09
H 3.62 -2.92 -3.50
H 3.59 -0.60 -4.92
H 1.73 1.76 -4.42
H 3.18 2.15 -3.51
H 1.92 0.50 0.32
H 3.49 0.88 2.12
H 4.99 2.86 2.10
H 4.77 4.52 0.26
H 3.03 4.23 -1.45
H -0.91 3.40 -3.52
H -3.01 2.55 -4.47
H -3.76 0.24 -3.96
H -2.36 -1.20 -2.51
H -0.23 -0.40 -1.65
C -0.48 -1.17 3.50
C -0.48 0.11 2.67
O -1.45 0.18 1.88
H -0.28 -0.95 4.55
H 0.37 -1.77 3.15
H -1.41 -1.75 3.39
*
```

The total energy comes out at -72093.78780 eV. For the LUMO energy, the calculation gives 2.28 eV. The value obtained for the orbital gap is 5.85 eV. As for the relative energy (zero: lowest compared OMol25 entry of this formula, charge and spin): 218.5 kJ/mol.



> Which formula does entry 2 have?

C32H29FeN5O2Si